C10H11N | ωB97M-V/def2-TZVPD

Last column: Löwdin charge in e.
Element x y z (Å)
1 C 0.345 -1.839 2.068  -0.065
2 C -0.570 -2.110 1.001  -0.035
3 C 1.001 -0.604 2.103  -0.045
4 C -0.356 -1.467 -0.166  -0.092
5 C 1.105 0.170 0.918  -0.123
6 C 0.592 -0.495 -0.181  -0.263
7 C -1.105 -0.498 -1.203  -0.259
8 C 0.409 1.430 0.461  -0.080
9 C -1.283 -0.627 -2.682  -0.058
10 C 1.352 2.611 0.124  -0.036
11 N 0.006 0.458 -0.997  0.098
12 H 0.423 -2.354 2.975  0.077
13 H -1.401 -2.761 1.203  0.102
14 H 1.120 -0.157 3.060  0.091
15 H -2.113 -0.330 -0.687  0.166
16 H -0.332 1.748 1.125  0.121
17 H -1.374 -1.590 -3.165  0.077
18 H -0.465 -0.037 -3.087  0.076
19 H -2.147 -0.034 -2.933  0.067
20 H 1.959 2.321 -0.668  0.058
21 H 1.938 2.748 1.016  0.087
22 H 0.897 3.416 -0.285  0.036

Cartesian forces, eV/Å:
C -0.1830 1.4033 -1.3077
C 0.8913 -1.4206 1.4056
C -0.0771 0.6712 -1.2467
C -0.7103 -0.3215 -2.3370
C -0.7382 -1.8981 0.7894
C 1.5032 1.2377 1.6897
C -2.4460 -1.1278 2.2321
C 2.4827 0.1225 -2.4936
C 0.0453 0.5658 -0.6470
C -0.6133 -3.2925 1.0845
N 0.7804 3.1051 0.9686
H -0.6424 -1.0918 1.0450
H -0.2362 -0.2600 -0.0723
H 0.7124 0.1606 0.7813
H 1.4260 0.4691 -0.6190
H -1.9327 -0.0624 0.4381
H 0.1053 -0.3245 0.2950
H 0.2294 -0.5146 -0.4552
H -0.6146 0.0519 -0.2784
H 1.5830 -0.9692 -1.1449
H 0.2586 0.5805 0.2930
H -1.8236 2.9153 -0.4204

The value obtained for the energy above the lowest of the compared OMol25 structures with the same formula, charge and spin is 138.1 kcal/mol. The value obtained for the HOMO energy is -7.7 eV. The LUMO energy is 0.780 eV. The calculation puts the gap between HOMO and LUMO at 0.3129 Eh.